[1]
C29H47BrFeN2OP2 | ωB97M-V/def2-TZVPD

The geometry in XYZ format:
```
83
Properties=species:S:1:pos:R:3:forces:R:3:lowdin_spin:R:1
C 2.857924 4.709576 -1.103826 -0.3 -0.6 -0.4 0.000
C 1.775671 4.158071 -1.831748 -0.1 0.4 -0.7 0.000
C 1.875525 4.046662 -3.235925 0.7 0.1 0.6 0.000
C 3.100759 4.367929 -3.833296 -0.7 0.1 0.8 0.000
N 4.128394 4.833811 -3.124329 0.5 -0.2 -0.5 0.000
C 4.028629 5.004382 -1.810236 -0.8 -0.2 0.1 0.000
C 0.521026 3.778145 -1.215710 -0.9 1.2 1.4 -0.001
C -0.513509 3.754370 -0.553289 1.6 -0.4 -0.9 0.000
C -1.522393 3.133234 0.243540 -1.0 -0.6 0.4 0.002
C -1.079023 2.019487 1.001135 -1.1 -0.4 0.5 0.023
C -2.006256 1.051081 1.468429 -0.1 0.7 -0.4 0.029
C -3.364557 1.250859 1.235988 -0.1 -0.9 0.4 0.016
C -3.804193 2.491816 0.801210 -0.2 -0.6 0.0 0.003
C -2.909067 3.438479 0.268307 0.7 -0.9 0.3 0.012
Fe -1.053027 -0.662297 0.616100 1.8 0.0 1.0 3.554
P 1.220065 -0.383566 0.016377 2.0 -0.2 -0.7 0.072
H 1.029444 3.721507 -3.828839 0.1 -0.1 0.1 0.000
H 2.797934 4.875178 -0.030942 0.0 -0.1 -0.2 0.000
H 3.214050 4.229227 -4.905931 0.2 0.2 0.2 0.000
H 4.906834 5.372412 -1.277880 -0.2 0.0 -0.2 0.000
H -3.286418 4.367437 -0.145266 0.1 -0.1 0.0 0.000
H -0.038818 1.954319 1.267837 0.2 -0.2 -0.2 0.003
H -4.861447 2.650545 0.870604 -0.4 0.4 -0.4 0.000
H -1.766228 0.127142 2.053872 -0.1 1.3 0.8 0.010
C 2.049512 -2.049975 0.124566 -0.6 0.1 0.2 0.009
C 3.304035 -2.360138 -0.683740 0.4 -0.3 -0.2 0.003
H 1.280719 -2.794087 -0.141673 0.1 0.2 0.2 0.002
H 2.229313 -2.183891 1.202750 0.0 0.0 -0.2 0.000
H 3.543646 -3.423649 -0.537630 0.0 0.3 0.0 0.000
H 3.185134 -2.217663 -1.763710 -0.2 0.0 0.2 0.000
H 4.183570 -1.787996 -0.379801 -0.2 0.0 0.0 0.000
C 1.463727 0.211201 -1.729714 -0.6 -0.4 0.3 0.004
C 2.818428 0.740766 -2.159093 0.3 0.1 -0.3 0.001
H 0.710906 0.998420 -1.874995 0.0 -0.1 0.0 0.000
H 1.178443 -0.628279 -2.378569 0.0 0.2 0.2 0.000
H 2.741950 1.006436 -3.218660 0.1 0.0 0.1 0.000
H 3.077072 1.661763 -1.637203 0.1 -0.1 0.1 0.000
H 3.638962 0.021227 -2.050821 -0.3 0.2 0.0 0.000
C 2.292429 0.730613 1.013997 -0.5 0.0 0.1 0.020
C 3.799736 0.540358 1.005326 0.6 0.2 0.1 0.006
H 1.944654 0.622544 2.049126 -0.1 0.2 -0.1 0.001
H 2.027868 1.739558 0.662642 0.1 -0.1 0.2 0.000
H 4.213844 1.274600 1.706725 0.0 -0.2 -0.1 0.001
H 4.114699 -0.452015 1.341960 -0.2 0.2 0.0 0.000
H 4.279620 0.727719 0.041887 -0.2 0.0 0.1 0.000
Br -4.460589 -0.417125 1.572757 0.6 2.2 -0.1 0.013
P -1.726517 -1.488638 -1.353914 -1.2 -1.0 -1.3 0.081
C -0.658773 -2.380551 -2.552005 0.4 0.0 0.0 0.011
C -1.210966 -3.698675 -3.079241 -0.1 -0.4 -0.3 0.003
H 0.302391 -2.564422 -2.042681 -0.3 0.1 -0.3 0.001
H -0.461113 -1.698325 -3.395573 0.0 -0.1 0.4 0.000
H -0.441099 -4.191305 -3.682737 -0.1 0.1 0.1 0.001
H -1.456125 -4.397041 -2.274789 0.0 0.1 -0.1 0.000
H -2.089033 -3.577001 -3.725630 0.2 0.1 0.3 0.000
C -2.822860 -2.717657 -0.503231 0.0 -0.2 0.1 0.033
C -4.168220 -3.008662 -1.148611 -0.6 -0.3 0.0 0.008
H -3.017641 -2.346577 0.525268 0.2 -0.2 -0.5 0.008
H -2.238109 -3.641010 -0.390549 0.0 0.2 0.0 0.001
H -4.741610 -3.676581 -0.498173 0.1 0.0 -0.1 0.001
H -4.781689 -2.114086 -1.266963 0.1 0.1 0.0 0.000
H -4.103370 -3.507855 -2.119494 0.2 0.1 0.1 0.000
C -2.751425 -0.326854 -2.325784 0.0 0.3 0.1 0.016
C -3.211241 -0.825771 -3.689511 -0.3 0.0 -0.4 0.005
H -2.139603 0.579179 -2.453135 -0.1 -0.1 0.1 0.001
H -3.608199 -0.035577 -1.700851 0.2 -0.1 -0.1 0.000
H -3.812928 -0.042834 -4.161480 0.1 -0.1 0.1 0.001
H -2.374195 -1.018007 -4.368402 -0.1 0.0 0.2 0.000
H -3.836140 -1.723077 -3.631540 0.2 0.2 0.0 0.000
C -0.213094 -1.247407 6.405615 0.6 -0.7 0.3 0.000
N -0.482357 -0.786896 5.043896 0.0 -0.3 0.0 0.002
C -1.520781 0.222151 4.869910 0.0 0.1 -0.3 0.001
C 0.031623 -1.407401 3.976197 0.0 0.4 1.0 0.004
C 1.002020 -2.521363 4.189172 0.1 -0.1 -0.5 0.000
O -0.255699 -1.029043 2.826681 -0.7 0.2 -1.5 0.035
H -0.905529 -0.780793 7.098490 -0.1 -0.1 -0.1 0.000
H 0.803653 -0.993113 6.739141 -0.2 0.0 -0.2 0.000
H -0.307867 -2.345560 6.477578 -0.1 0.5 0.0 0.000
H -1.165287 1.074194 4.280224 0.1 -0.1 0.3 0.000
H -2.351039 -0.213455 4.315693 -0.2 0.0 0.1 0.000
H -1.858768 0.550689 5.856896 0.1 0.0 -0.4 0.000
H 1.267469 -2.915597 3.202030 0.0 0.1 0.3 0.000
H 1.899731 -2.131820 4.685251 -0.2 -0.3 0.1 0.000
H 0.535431 -3.323411 4.759939 0.2 0.0 0.2 0.000
```
Forces are in eV/Å.

Summary:
net charge: +2
HOMO energy (spin up / spin down): -13.86 / -13.86 eV
calculated total energy: -5837.80117 Eh
energy above the lowest of the compared OMol25 structures with the same formula, charge and spin: 0.00 kcal per mole
max |F|: 2.3 eV Å⁻¹
⟨S²⟩: 6.014
multiplicity: 5
gap between HOMO and LUMO (spin up / spin down): 8.34 / 7.34 eV

---

[2]
C29H47BrN2OP2Pb | ωB97M-V/def2-TZVPD

The geometry in XYZ format:
```
83
Properties=species:S:1:pos:R:3:forces:R:3:lowdin_charge:R:1
C -0.517205 6.529579 -3.931530 0.4 -0.3 0.6 0.004
C -0.616055 5.146554 -4.285145 -0.1 0.9 -0.6 -0.185
C -1.008160 4.977823 -5.634128 0.0 -0.6 -0.3 -0.004
C -1.209671 6.071147 -6.506480 0.3 -0.5 0.7 -0.090
N -1.048021 7.327581 -6.134093 -0.1 0.1 0.1 0.103
C -0.737077 7.556316 -4.866963 0.2 -0.5 0.4 -0.093
C -0.418358 4.022697 -3.326111 -1.1 0.4 0.3 0.174
C -0.490605 3.146599 -2.449134 0.1 1.3 -1.0 0.002
C -0.672704 2.515400 -1.168844 0.2 3.0 -0.8 -0.486
C 0.495317 2.268284 -0.363698 -0.5 1.4 0.4 -0.150
C 0.252335 1.622982 0.855223 0.1 -0.1 1.0 -0.162
C -1.037694 1.313077 1.316590 0.2 -2.0 -0.2 -0.511
C -2.169605 1.652981 0.549303 0.0 -0.6 0.6 -0.055
C -1.983642 2.087586 -0.745181 0.4 1.6 -0.3 -0.082
Pb -0.262600 0.340709 -1.500844 1.2 -4.1 -1.0 1.639
P 1.932823 -1.785690 0.599385 2.5 -0.6 0.2 0.929
H -1.137452 3.990782 -6.058899 0.0 -0.1 0.1 0.111
H -0.238782 6.839801 -2.931553 0.0 -0.2 0.0 0.113
H -1.483251 5.949572 -7.550734 0.0 -0.4 0.2 0.129
H -0.632576 8.612261 -4.597641 0.0 -0.5 0.2 0.133
H -2.832919 2.278001 -1.404947 0.3 0.1 0.1 0.164
H 1.528853 2.569549 -0.680427 -1.2 -0.2 0.2 0.180
H -3.184660 1.550241 0.936173 0.2 -0.4 -0.1 0.154
H 1.110703 1.354614 1.450811 0.1 -0.2 0.2 0.104
C 2.645711 -3.365848 1.458156 -1.5 0.0 0.2 -0.373
C 3.730259 -4.172154 0.761691 0.2 0.2 -0.1 -0.136
H 1.745221 -3.982792 1.631568 0.5 0.0 0.2 0.061
H 3.040306 -3.041886 2.438457 -0.5 0.0 -0.4 0.076
H 3.970672 -5.028464 1.400716 0.0 0.1 -0.1 0.100
H 3.444736 -4.562549 -0.216092 -0.1 0.0 0.1 0.070
H 4.641060 -3.576618 0.635106 -0.1 -0.2 0.0 0.077
C 2.730168 -1.919199 -1.065429 -0.1 -0.2 -1.4 -0.461
C 3.487918 -0.695601 -1.606394 0.3 0.3 -0.4 -0.147
H 1.931439 -2.203783 -1.778734 0.1 0.2 0.1 0.034
H 3.440390 -2.749342 -1.202971 -0.4 0.1 0.6 0.075
H 3.537761 -0.669152 -2.708378 -0.1 -0.3 0.4 0.093
H 3.111310 0.293919 -1.306773 -0.1 -0.1 0.1 0.039
H 4.533043 -0.741698 -1.274777 -0.3 0.2 0.0 0.086
C 3.101078 -0.605203 1.452954 -0.1 0.6 0.4 -0.449
C 4.591130 -0.894365 1.758745 0.4 -0.2 -0.1 -0.113
H 2.599420 -0.415391 2.415202 0.0 0.1 -0.1 0.051
H 3.063491 0.331820 0.883066 -0.1 0.0 0.1 0.040
H 5.089497 0.014045 2.146903 -0.4 -0.3 -0.1 0.093
H 4.773264 -1.681235 2.507354 -0.3 0.2 -0.3 0.081
H 5.173495 -1.175174 0.873765 -0.3 0.0 0.1 0.070
Br -1.240220 -0.295458 2.523181 0.8 0.9 -1.7 0.836
P -2.549324 -3.476039 -1.560347 0.7 0.9 1.2 1.214
C -0.819956 -4.023656 -1.433352 0.3 -0.8 -0.7 -0.357
C -0.491965 -5.398683 -2.073809 0.5 -0.5 -0.5 -0.108
H -0.600316 -4.010708 -0.358362 0.1 0.2 -0.3 0.076
H -0.232220 -3.280785 -2.003262 -0.2 -0.1 0.4 0.070
H 0.578032 -5.417428 -2.329038 -0.3 0.2 -0.1 0.086
H -0.601882 -6.317048 -1.469771 -0.5 0.8 0.1 0.099
H -1.062169 -5.526361 -3.008699 0.3 -0.1 0.3 0.084
C -3.117878 -3.224320 0.144077 -1.5 -1.4 0.3 -0.360
C -4.423935 -4.076916 0.372284 -1.2 -0.5 0.3 -0.128
H -3.359054 -2.175173 0.312438 0.2 0.1 0.0 0.067
H -2.373025 -3.608110 0.852860 0.1 0.3 -0.3 0.088
H -4.713076 -4.211082 1.441754 0.7 0.3 -0.6 0.098
H -5.328775 -3.614013 -0.068280 0.6 -0.1 -0.1 0.087
H -4.386446 -5.118078 -0.030168 0.3 0.8 0.2 0.090
C -2.740074 -1.885734 -2.449231 -0.4 -0.4 -0.4 -0.412
C -3.108095 -2.103911 -3.917464 0.2 0.3 -1.0 -0.126
H -1.769772 -1.345559 -2.538878 -0.6 -0.5 0.6 -0.051
H -3.504390 -1.320883 -1.878495 0.4 -0.1 -0.4 0.098
H -3.380518 -1.142533 -4.355554 -0.2 -0.1 0.0 0.090
H -2.200308 -2.381861 -4.464040 -0.2 -0.3 0.0 0.090
H -3.890053 -2.830525 -4.169188 0.1 0.2 0.5 0.099
C -0.230755 1.935920 6.904285 0.1 0.4 1.0 0.045
N 0.260005 1.988187 5.557667 1.5 0.4 0.5 -0.013
C 1.672538 1.826232 5.335117 1.3 0.1 0.5 0.038
C -0.597556 2.511774 4.555025 -1.6 2.8 -2.8 -0.416
C -1.937621 1.853141 4.480787 -0.2 -0.3 -0.1 -0.053
O -0.302962 3.472854 3.837531 0.5 -2.6 1.9 0.168
H 0.592619 2.178847 7.597997 -0.3 0.0 -0.3 0.137
H -0.568762 0.932787 7.199407 -0.1 0.0 -0.2 0.150
H -1.039006 2.664751 7.029054 -0.1 -0.3 0.0 0.144
H 1.924779 0.789110 5.012107 -0.4 0.5 -0.1 0.137
H 2.082870 2.586681 4.645127 -0.5 -0.5 0.0 0.133
H 2.202209 1.956375 6.298709 -0.3 -0.1 -0.5 0.128
H -2.110302 1.470227 3.453469 0.1 0.9 1.2 -0.041
H -1.875463 0.973517 5.133474 -0.9 0.3 -0.1 0.086
H -2.777576 2.546726 4.646356 0.5 -0.2 0.6 0.136
```
Forces are in eV/Å.

Summary:
net charge: +4
HOMO energy (spin up / spin down): -17.41 / -17.41 eV
calculated total energy: -4765.73634 Eh
energy above the lowest of the compared OMol25 structures with the same formula, charge and spin: 19.48 kcal per mole
max |F|: 4.3 eV Å⁻¹
gap between HOMO and LUMO (spin up / spin down): 4.19 / 3.68 eV

---

[3]
C29H47CdCl2FN3O4Si | ωB97M-V/def2-TZVPD

The geometry in XYZ format:
```
88
Properties=species:S:1:pos:R:3:forces:R:3:lowdin_charge:R:1
C 1.941610 1.539939 -2.956371 -0.1 -0.2 -0.3 -0.051
C 1.749663 2.568226 -1.882789 0.0 0.9 0.6 -0.233
H 1.941526 1.968962 -3.969931 0.1 -0.2 0.3 0.060
H 1.129169 0.797170 -2.895040 0.2 0.2 0.1 0.054
H 2.887487 0.990254 -2.789518 -0.3 0.2 -0.1 0.087
C 1.744440 3.898793 -2.047818 0.0 -0.6 -0.1 -0.137
C 1.913409 4.606620 -3.349651 -0.2 0.3 -0.3 -0.119
H 1.584363 4.546046 -1.183282 0.1 -0.2 -0.1 0.095
H 1.879313 3.924514 -4.206099 0.1 0.2 0.2 0.053
H 2.853423 5.169744 -3.381502 0.0 0.0 -0.1 0.064
H 1.108863 5.341504 -3.489007 0.1 0.0 0.0 0.062
Cd -0.768038 -0.766091 0.259996 1.5 1.3 0.1 1.187
Cl -1.198746 -1.236662 -2.015042 -0.5 -0.5 -0.5 -0.057
C 0.018607 1.019392 2.947050 -1.4 -1.0 -1.5 -0.294
O -0.894175 0.492225 2.265802 1.3 1.3 1.7 -0.109
N -0.210351 1.797528 4.013610 -0.1 0.1 0.4 -0.177
C -1.556833 2.112950 4.474016 0.4 0.1 0.0 -0.034
C 0.890115 2.294004 4.821307 0.0 0.0 -0.1 -0.056
H 1.094783 0.878965 2.719004 -0.5 0.0 0.0 0.138
H -2.298574 1.628347 3.837007 0.2 0.1 0.1 0.087
H -1.694679 3.202820 4.469631 -0.1 -0.2 -0.1 0.087
H -1.660544 1.778778 5.513950 -0.1 -0.1 -0.1 0.084
H 1.840725 1.959599 4.383465 -0.3 0.2 0.2 0.092
H 0.806565 1.922558 5.851159 0.0 0.0 -0.1 0.084
H 0.882764 3.390673 4.850672 0.0 -0.2 -0.1 0.077
H -3.078038 -4.915088 3.593875 0.0 0.1 0.0 0.087
H -1.495982 -6.555609 2.508840 0.0 0.2 -0.2 0.088
C -3.265276 -4.459842 2.618152 0.1 -0.1 -0.1 -0.035
C -1.691278 -6.063084 1.545028 0.0 0.2 -0.1 -0.050
N -2.118665 -4.688057 1.754229 -0.2 -0.6 0.2 -0.190
H -3.419777 -3.385793 2.720093 0.0 -0.2 0.0 0.087
C -1.495095 -3.653897 1.190451 -0.3 2.3 0.1 -0.295
O -1.856153 -2.470362 1.394449 0.2 -2.3 -0.2 -0.129
H -0.775967 -6.046832 0.941720 -0.2 -0.1 0.2 0.089
H -0.631264 -3.900591 0.540432 -0.3 0.1 0.3 0.126
H -4.155078 -4.923000 2.181894 0.0 0.0 0.0 0.090
H -2.463816 -6.641751 1.016630 0.2 0.2 0.1 0.089
H -1.137743 1.886827 -2.841341 -0.2 -0.1 0.2 0.080
H -1.133677 4.252293 -1.367929 -0.2 -0.1 -0.1 0.076
C -2.209855 1.876913 -2.599977 0.2 -0.1 -0.2 -0.077
C -2.211061 4.019690 -1.376390 0.1 -0.2 0.1 -0.068
N -2.435338 2.586640 -1.358241 -0.6 0.1 0.6 -0.184
H -2.535991 0.837301 -2.500712 0.1 0.3 0.0 0.016
C -2.727626 1.948608 -0.201042 0.4 -1.2 -0.6 -0.338
O -2.845130 0.718798 -0.078071 -0.1 1.5 0.1 -0.121
H -2.685539 4.464477 -0.493484 0.1 0.0 -0.2 0.081
H -2.859932 2.631763 0.661623 0.0 -0.1 -0.2 0.130
H -2.758050 2.386092 -3.406098 0.0 -0.1 0.2 0.081
H -2.651551 4.449765 -2.285773 0.0 -0.1 0.2 0.083
O 0.221430 1.350102 -0.644209 -1.2 -0.1 0.4 -0.308
C 1.425079 1.931277 -0.529092 0.1 -0.5 0.4 -0.486
C 0.509162 3.708769 1.111861 0.3 0.2 0.2 -0.045
C 1.566847 2.888810 0.696638 0.1 -0.2 -0.8 -0.166
H -0.475958 3.579720 0.657368 0.4 0.0 0.1 0.090
C 0.732124 4.699269 2.079257 -0.2 -0.2 -0.1 -0.103
H 2.218787 1.161421 -0.401280 0.3 0.1 0.3 0.108
C 2.800212 2.978491 1.345448 -0.2 0.5 0.1 -0.041
H -0.086034 5.376716 2.357093 0.3 -0.3 -0.1 0.096
C 1.991191 4.844162 2.666929 0.0 0.1 0.1 -0.141
C 3.015825 3.967543 2.311457 0.0 -0.2 -0.1 -0.109
H 3.603984 2.303018 1.040415 -0.2 0.2 0.1 0.115
H 2.172768 5.631649 3.408306 -0.1 -0.3 -0.3 0.093
H 3.999196 4.057997 2.772267 -0.2 0.0 0.0 0.093
Si -0.845578 -3.662712 -4.036211 0.2 -0.1 -0.2 0.087
Cl 0.382644 -2.005347 -4.483968 -0.2 -0.6 -0.6 0.219
C -2.698973 -3.338637 -3.951199 -0.1 0.3 0.3 -0.249
C -0.043676 -4.544745 -2.574203 0.0 0.2 0.1 -0.232
C -0.674982 -4.820317 -5.534330 0.1 0.2 0.1 -0.242
H -2.949589 -2.501657 -3.281009 0.2 -0.4 -0.3 -0.041
H -3.214293 -4.237217 -3.568765 0.2 0.2 -0.2 0.029
H -3.089375 -3.122861 -4.956707 0.1 -0.1 0.2 0.024
H -1.229506 -4.414912 -6.391975 0.2 -0.1 0.1 0.020
H -1.089404 -5.808574 -5.297985 0.0 0.1 0.0 0.021
H 0.377877 -4.946604 -5.817130 -0.2 0.0 0.0 0.017
H -0.016865 -3.892394 -1.686266 0.0 -0.2 -0.4 -0.019
H 0.995066 -4.809825 -2.839939 -0.4 0.1 0.1 0.032
H -0.600802 -5.463598 -2.338904 0.1 0.1 0.0 0.022
F 4.952802 -2.496621 2.489534 -0.2 0.0 -0.1 -0.010
C 3.708580 -2.178261 1.993224 0.0 0.0 -0.2 -0.301
C 2.621165 -2.236571 2.851025 -0.6 0.2 -0.1 -0.045
C 1.350871 -1.877011 2.330241 1.8 -0.6 1.0 -0.192
C 1.242944 -1.500097 1.020176 -2.7 0.4 -1.1 -0.276
C 2.310948 -1.491639 0.158364 2.0 -0.4 0.5 -0.153
C 3.600532 -1.825195 0.649943 -0.7 0.1 -0.1 -0.028
H 2.727245 -2.543709 3.890503 0.2 0.0 -0.2 0.096
H 0.484378 -1.908137 2.994528 0.1 0.0 -0.1 0.079
H 2.182728 -1.220384 -0.891469 0.1 0.0 0.2 0.083
H 4.473644 -1.814038 0.001084 0.0 0.0 0.2 0.100
```
Forces are in eV/Å.

Summary:
net charge: -1
HOMO energy: -3.78 eV
calculated total energy: -3076.06970 Eh
energy above the lowest of the compared OMol25 structures with the same formula, charge and spin: 10.55 kcal per mole
max |F|: 2.9 eV Å⁻¹
gap between HOMO and LUMO: 6.18 eV